Entry from the OMol25 dataset: a 4-piece molecular cluster, C3H15NO3 overall at a distorted geometry (ωB97M-V/def2-TZVPD).

Results
LUMO ... 0.605 eV
Multiplicity ... 1
SMILES ... CCCN.O.O.O
Gap between HOMO and LUMO ... 9.845 eV
E ... -10985.439 eV
ΔE to the lowest compared entry with this formula, charge and spin ... 50.09 kcal per mole

Structure (XYZ):
```
22
C3H15NO3, DFT ωB97M-V/def2-TZVPD
O 0.82484 1.53746 -1.77537
O -1.11195 -0.44656 -2.84745
O 1.31202 -3.22767 -0.92770
N 0.06126 -0.45572 0.46331
C -0.50027 2.27207 1.72646
C -0.62112 -0.36615 1.76029
C -0.45077 1.00513 2.52724
H 0.99740 -0.76682 0.73434
H 0.57940 1.34975 -0.81631
H -0.32252 -1.26540 -0.05072
H 2.23282 -3.11364 -0.47586
H -0.43223 0.24992 -2.76011
H -1.33392 2.26076 1.10426
H -2.03670 -0.17066 -2.94182
H 1.70301 2.18569 -1.53185
H -1.63635 -0.64482 1.56477
H 0.43161 2.41504 1.08718
H 1.61985 -3.35779 -1.84007
H -0.30890 3.07192 2.43964
H -0.04351 -1.11206 2.32890
H 0.49342 0.86758 2.92820
H -1.13853 0.84850 3.30642
```

Computed Mulliken charges, given in elementary charges:
1. O -0.739
2. O -0.648
3. O -0.632
4. N -0.451
5. C -1.044
6. C -0.776
7. C -0.473
8. H 0.212
9. H 0.387
10. H 0.223
11. H 0.319
12. H 0.357
13. H 0.406
14. H 0.292
15. H 0.317
16. H 0.447
17. H 0.094
18. H 0.317
19. H 0.363
20. H 0.348
21. H 0.315
22. H 0.366